one:
Density functional theory data (ωB97M-V with the def2-TZVPD basis set) for a 2-piece molecular cluster, C5H12O2 overall.

Orbital gap: 9.46 eV
SMILES: CC/C=C(\C)O.O
Multiplicity: 1

Element x y z (Å)
O (-1.45869, -1.63494, -1.33082)
O (-0.76662, -0.97379, 2.11020)
C (1.10493, 0.73711, 0.07331)
C (2.24536, 0.39142, 1.03080)
C (-1.61583, 0.81586, -1.35988)
C (-0.89822, -0.43633, -0.94440)
C (0.30826, -0.46422, -0.36720)
H (1.50923, 1.24103, -0.81280)
H (-0.40655, -1.83943, 1.89513)
H (-2.70589, 0.72815, -1.29253)
H (-2.42014, -1.57490, -1.27090)
H (-1.36924, 1.04173, -2.40285)
H (2.84198, 1.28097, 1.25902)
H (0.74696, -1.44745, -0.20231)
H (1.85404, -0.00949, 1.97163)
H (0.44766, 1.46305, 0.56873)
H (2.92150, -0.35279, 0.59534)
H (-1.31957, 1.67535, -0.75477)
H (-1.01918, -0.64132, 1.23429)

=====

two:
Density functional theory data (ωB97M-V with the def2-TZVPD basis set) for one molecule with the formula C5H12O2.

Orbital gap: 10.48 eV
SMILES: CC[C@@H](O)[C@@H](C)O
Multiplicity: 1

Element x y z (Å)
O (0.80229, -0.88829, -0.51328)
O (-1.51111, -0.65686, 0.59947)
C (-1.19818, 0.30460, -0.41238)
C (-1.58367, -0.21021, -1.79475)
C (0.32736, 0.43985, -0.33917)
C (1.97000, -0.29357, 1.45058)
C (0.93743, 0.96663, 0.96471)
H (-0.97651, -1.08735, -2.03897)
H (-1.72052, 1.24562, -0.18748)
H (0.15522, 1.27415, 1.69853)
H (2.96745, 0.04353, 1.17877)
H (1.48770, 1.92498, 0.79409)
H (0.69330, 0.99410, -1.20920)
H (-2.64287, -0.48500, -1.84027)
H (-2.40484, -0.98266, 0.44362)
H (1.79778, -0.39222, 2.50870)
H (-1.39655, 0.55661, -2.55395)
H (2.02267, -1.36782, 1.11344)
H (0.27305, -1.38609, 0.13754)

=====

three:
Density functional theory data (ωB97M-V with the def2-TZVPD basis set) for a 2-piece molecular cluster, C5H12O2 overall.

Orbital gap (spin up / spin down): 7.98 / 8.16 eV
Multiplicity: 1

Element x y z (Å)
O (-1.21558, 2.95193, 0.52979)
O (0.43709, -0.09393, 1.34183)
C (0.18791, 0.38762, 0.16437)
C (-1.22985, 0.63956, -0.22056)
C (1.56507, -0.53181, 1.82627)
C (-1.45815, 2.11185, -0.57504)
C (0.75078, -2.48061, -0.95393)
H (-1.52056, 0.01004, -1.07746)
H (-0.24370, -2.10324, -1.20526)
H (-1.87608, 0.36732, 0.62136)
H (-0.81770, 2.38201, -1.43186)
H (2.46673, -0.42600, 1.23190)
H (1.54389, -0.78048, 2.87529)
H (-0.36486, 2.67446, 0.89997)
H (1.01938, 0.44357, -0.53710)
H (1.48842, -2.02620, -1.62138)
H (0.76743, -3.56528, -1.08037)
H (0.99691, -2.23954, 0.08696)
H (-2.49713, 2.27875, -0.87477)

=====

four:
Density functional theory data (ωB97M-V with the def2-TZVPD basis set) for one molecule with the formula C5H12O2.

Orbital gap: 10.59 eV
SMILES: CC[C@@H](O)CCO
Multiplicity: 1

Element x y z (Å)
O (1.66887, 0.02189, -0.86375)
O (0.76834, 2.61016, -0.93054)
C (-0.58702, -2.31058, 0.93535)
C (-0.18766, 2.16063, 0.03065)
C (0.56794, -0.25162, -0.02542)
C (0.05008, -1.64762, -0.30909)
C (-0.59854, 0.68509, -0.27530)
H (-0.71605, -1.41195, -1.20427)
H (-1.10345, -1.58290, 1.57748)
H (-1.02661, 0.22571, -1.29152)
H (1.57564, 0.93598, -1.17957)
H (-1.40774, 0.44079, 0.42785)
H (0.88150, -2.26885, -0.67628)
H (0.26815, 2.26647, 1.04464)
H (0.11949, -2.84241, 1.59753)
H (-1.31959, -3.04745, 0.60917)
H (1.29376, 3.32840, -0.55457)
H (-1.06541, 2.81746, 0.04666)
H (0.81828, -0.12922, 1.04098)

=====

It is one that is most stable; the runner-up trails by 43.6 kJ/mol.

=====

one:
Density functional theory data (ωB97M-V with the def2-TZVPD basis set) for a 3-piece molecular cluster, C5H12O2 overall.

Orbital gap: 8.79 eV
SMILES: C=C/C=C/C.O.O
Multiplicity: 1

Element x y z (Å)
O (-0.42234, 1.69262, -2.53117)
O (-1.68303, 2.11833, 5.11833)
C (0.24554, -0.89247, 0.51864)
C (0.70929, -0.86485, -0.82167)
C (0.51429, 0.17165, 1.51486)
C (0.18254, -1.68026, -1.90886)
C (0.77890, -1.93428, -3.12264)
H (1.26092, -1.09746, -3.72333)
H (-2.42187, 2.75642, 5.26527)
H (0.03613, 2.51077, -2.49298)
H (1.45432, 0.35589, 2.06428)
H (1.49167, -0.12668, -0.96044)
H (-0.24702, -1.78831, 0.79745)
H (-0.04385, 1.15373, -1.81211)
H (0.21460, 1.10855, 1.03137)
H (-0.22673, -0.07664, 2.26287)
H (0.35811, -2.69803, -3.84914)
H (-1.67870, 1.78079, 4.22528)
H (-0.52276, -2.48975, -1.57603)

=====

two:
Density functional theory data (ωB97M-V with the def2-TZVPD basis set) for a 2-piece molecular cluster, C5H12O2 overall.

Orbital gap: 8.67 eV
SMILES: C/C=C(/O)CCO.[H][H]
Multiplicity: 1

Element x y z (Å)
O (-0.22118, 1.48732, 1.10819)
O (-2.52059, 0.87048, -0.12480)
C (0.34129, 0.37219, 0.55992)
C (-0.56717, -0.54074, -0.24463)
C (1.65035, 0.15790, 0.72879)
C (2.44045, -1.01600, 0.22717)
C (-2.05478, -0.46828, 0.06895)
H (3.00323, -1.49080, 1.04034)
H (0.02577, 1.82717, -2.00217)
H (-1.11276, 1.59803, 0.73320)
H (-0.26014, -1.57706, -0.07552)
H (2.19453, 0.92537, 1.27577)
H (-0.43007, -0.34575, -1.31498)
H (-3.39108, 0.95076, 0.28384)
H (-2.59333, -1.14094, -0.61195)
H (0.75565, 1.68571, -1.99081)
H (3.17438, -0.71197, -0.53077)
H (-2.24663, -0.79605, 1.09890)
H (1.81209, -1.78734, -0.22946)

=====

It is two that is most stable; the runner-up trails by 96.5 kJ/mol.

=====

one:
Density functional theory data (ωB97M-V with the def2-TZVPD basis set) for a 2-piece molecular cluster, C5H12O2 overall.

Orbital gap: 10.46 eV
SMILES: C1CCOCC1.O
Multiplicity: 1

Element x y z (Å)
O (2.36322, 2.59163, -0.41051)
O (0.20076, -0.65843, 2.33629)
C (0.97212, -1.07199, -0.45381)
C (1.06881, -1.81549, 1.95982)
C (1.88320, -1.42990, 0.78014)
C (-0.77938, -0.38400, 1.28516)
C (0.00000, 0.00000, 0.00000)
H (2.63500, 2.76553, -1.34011)
H (0.40409, -1.97313, -0.75505)
H (-0.74699, 0.15032, -0.80303)
H (-1.44003, -1.25468, 1.10938)
H (1.53831, -0.72001, -1.33755)
H (0.54666, 0.95325, 0.13389)
H (1.64781, -2.26420, 2.78980)
H (2.54862, -2.26688, 0.49359)
H (1.41327, 2.34256, -0.47228)
H (-1.41317, 0.45487, 1.63164)
H (0.37016, -2.58637, 1.58155)
H (2.52368, -0.57718, 1.07698)

=====

two:
Density functional theory data (ωB97M-V with the def2-TZVPD basis set) for a 3-piece molecular cluster, C5H12O2 overall.

Orbital gap: 7.28 eV
Multiplicity: 1

Element x y z (Å)
O (-1.73393, -0.14012, 0.79907)
O (1.99841, 0.26549, -0.53981)
C (0.02935, -1.65222, 0.55936)
C (-0.74610, -0.63189, 0.01710)
C (-0.88531, -0.44118, -1.46066)
C (1.11826, 0.42249, 0.54665)
C (0.62426, 1.82910, 0.77615)
H (1.90169, 0.99882, -1.15694)
H (-0.02918, 1.86553, 1.64778)
H (-1.78643, -0.94808, -1.80808)
H (-0.03093, -0.85940, -1.98505)
H (0.01345, -1.79522, 1.62876)
H (0.81967, -2.06927, -0.04080)
H (1.45642, 2.52416, 0.95098)
H (0.06358, 2.20153, -0.08719)
H (-2.31918, 0.42962, 0.28683)
H (-1.15470, -2.66088, 0.12318)
H (-0.96379, 0.62471, -1.69081)
H (1.62446, 0.03681, 1.43350)

=====

three:
Density functional theory data (ωB97M-V with the def2-TZVPD basis set) for a 2-piece molecular cluster, C5H12O2 overall.

Orbital gap: 8.59 eV
SMILES: C/C=C(/O)CCO.[H][H]
Multiplicity: 1

Element x y z (Å)
O (1.49356, 1.17955, 1.74904)
O (1.61351, -0.94007, 0.15609)
C (-0.35296, 0.53521, 0.29287)
C (0.30724, -0.74557, -0.18802)
C (-1.67001, -1.65037, -1.53234)
C (0.06781, 1.09066, 1.65397)
C (-0.26805, -1.63987, -0.99816)
H (-1.43528, 0.38187, 0.34358)
H (-1.67703, -1.60839, -2.62956)
H (-2.18637, -2.57682, -1.25063)
H (1.74028, 1.17325, 2.68187)
H (-0.19020, 1.31379, -0.45990)
H (1.78212, 2.14768, -0.96294)
H (-0.32808, 0.46747, 2.46544)
H (-0.35527, 2.09881, 1.76180)
H (1.88115, -0.23289, 0.76760)
H (-2.27688, -0.81258, -1.17465)
H (0.37996, -2.45222, -1.32274)
H (1.56825, 2.36725, -1.63957)

=====

four:
Density functional theory data (ωB97M-V with the def2-TZVPD basis set) for one molecule with the formula C5H12O2.

Orbital gap: 10.63 eV
SMILES: CC[C@@H](O)CCO
Multiplicity: 1

Element x y z (Å)
O (0.11685, 0.37972, 1.31964)
O (-2.52515, 0.83738, 0.76434)
C (0.18538, -0.16552, 0.00959)
C (1.61926, 0.04285, -0.45567)
C (2.56685, -0.55748, 0.57713)
C (-0.88535, 0.39047, -0.92943)
C (-2.27236, 0.04717, -0.40087)
H (-0.76503, 0.74441, 1.48827)
H (-0.77502, -0.05390, -1.92937)
H (0.01952, -1.26105, 0.04374)
H (-3.05105, 0.22439, -1.15398)
H (-3.13482, 0.36875, 1.34530)
H (1.77998, -0.42506, -1.43595)
H (2.39765, -1.63862, 0.66524)
H (2.36258, -0.11027, 1.55261)
H (1.79736, 1.12042, -0.56666)
H (3.61411, -0.39213, 0.31356)
H (-2.28633, -1.02588, -0.15263)
H (-0.76443, 1.47435, -1.05485)

=====

It is four that is most stable; the runner-up trails by 53.2 kJ/mol.

=====

one:
Density functional theory data (ωB97M-V with the def2-TZVPD basis set) for a 3-piece molecular cluster, C5H12O2 overall.

Orbital gap: 10.40 eV
SMILES: C=CCC=C.O.O
Multiplicity: 1

Element x y z (Å)
O (-0.66709, 5.71976, 4.08411)
O (1.27877, 1.15564, -2.69683)
C (-1.61952, -1.15196, -0.14637)
C (-0.62561, -2.12028, -0.67055)
C (1.78018, -2.35029, -1.36895)
C (-1.44252, 0.00343, 0.45433)
C (0.86337, -1.80209, -0.56443)
H (-0.74103, -2.36244, -1.77336)
H (1.44914, -2.76969, -2.31934)
H (1.51256, 0.43764, -2.09162)
H (-2.64591, -1.39826, -0.48757)
H (-2.07412, 0.72844, 0.98986)
H (-1.38479, 5.18148, 4.43426)
H (1.54649, 1.93449, -2.19674)
H (-0.91868, -3.09073, -0.24999)
H (0.05697, 5.50354, 4.68461)
H (-0.43060, 0.48923, 0.50634)
H (2.72271, -2.75014, -0.95457)
H (1.33968, -1.35778, 0.36680)

=====

two:
Density functional theory data (ωB97M-V with the def2-TZVPD basis set) for a 3-piece molecular cluster, C5H12O2 overall.

Orbital gap: 8.98 eV
SMILES: C=CC(=C)C.O.O
Multiplicity: 1

Element x y z (Å)
O (-2.43260, 0.87536, 2.22165)
O (-1.11941, 2.81599, 0.54810)
C (1.08662, 0.46454, 0.10405)
C (1.96403, -1.10510, -2.32348)
C (0.72786, -0.83595, -0.12379)
C (0.99650, -1.45977, -1.45563)
C (-0.15757, -1.56393, 0.89870)
H (0.39289, -2.09238, 1.68311)
H (-0.68323, -2.38712, 0.28842)
H (-3.34083, 0.99298, 1.92595)
H (2.16995, -1.98855, -2.92193)
H (0.49668, -2.41888, -1.65304)
H (-1.78784, 3.37348, 0.00606)
H (-2.03798, 1.52869, 1.62145)
H (1.44551, 1.16183, -0.69541)
H (-0.93897, -0.83354, 1.21998)
H (2.61948, -0.21671, -2.39885)
H (0.90286, 1.03204, 1.06695)
H (-0.30394, 2.65701, -0.01229)

=====

It is two that is most stable; the runner-up trails by 45.4 kJ/mol.

=====

one:
Density functional theory data (ωB97M-V with the def2-TZVPD basis set) for one molecule with the formula C5H12O2.

Orbital gap: 10.84 eV
SMILES: CC[C@@H](O)[C@@H](C)O
Multiplicity: 1

Element x y z (Å)
O (-0.19038, 1.77847, -0.61279)
O (-1.26521, -0.55771, -0.26098)
C (0.33019, -0.23447, 1.50345)
C (-0.76588, -0.93616, 2.30055)
C (0.64678, 0.65697, -0.91293)
C (0.52249, 0.25222, -2.37617)
C (0.10989, -0.45783, -0.00560)
H (0.56564, -1.41049, -0.30348)
H (1.69108, 0.90861, -0.66793)
H (0.41425, 0.84646, 1.72334)
H (-0.81205, -0.46782, 3.28077)
H (-1.57454, 0.36055, -0.20024)
H (-0.53236, -2.00690, 2.38292)
H (1.33324, -0.62386, 1.80920)
H (-1.81241, -0.93643, 1.91314)
H (-0.13907, 2.39734, -1.34804)
H (0.79535, 1.08133, -3.04076)
H (-0.50672, -0.06099, -2.58600)
H (1.18971, -0.58928, -2.59843)

=====

two:
Density functional theory data (ωB97M-V with the def2-TZVPD basis set) for a 3-piece molecular cluster, C5H12O2 overall.

Orbital gap: 10.47 eV
SMILES: C=CCC.C=O.O
Multiplicity: 1

Element x y z (Å)
O (2.79742, -1.11432, -0.84403)
O (1.95518, 0.27710, 1.45810)
C (-1.19423, 1.43493, 1.31661)
C (-0.69802, -1.27848, -1.17093)
C (-1.69666, 0.15675, 0.64164)
C (2.10434, -0.45730, -1.58725)
C (-1.10983, -0.09591, -0.71854)
H (-0.69484, -2.16484, -0.53933)
H (1.47112, -0.43716, 1.88886)
H (-1.08074, 0.76750, -1.38802)
H (-0.36572, -1.41508, -2.19754)
H (-2.78644, 0.22536, 0.51455)
H (-1.30897, 2.29868, 0.65045)
H (-1.51684, -0.71500, 1.28410)
H (-1.77399, 1.64041, 2.22306)
H (-0.13495, 1.35398, 1.57855)
H (1.66522, 0.50559, -1.27954)
H (2.48369, -0.18543, 0.78510)
H (1.88426, -0.79678, -2.61584)

=====

three:
Density functional theory data (ωB97M-V with the def2-TZVPD basis set) for a 3-piece molecular cluster, C5H12O2 overall.

Orbital gap: 9.59 eV
SMILES: C=C/C=C/C.O.O
Multiplicity: 1

Element x y z (Å)
O (-0.38536, 2.35398, 1.84349)
O (0.95440, -0.41401, 2.19762)
C (-0.66919, 0.51436, -1.47130)
C (0.05333, -0.56141, -1.31480)
C (-0.19097, 1.83230, -2.00147)
C (-0.33899, -1.71333, -0.44388)
C (0.50099, -2.67750, 0.12258)
H (-1.43592, -1.90678, -0.44730)
H (0.68233, 1.74910, -2.57310)
H (0.76039, -0.84682, 1.29435)
H (0.34196, -0.79145, 2.74482)
H (0.26808, -3.71076, 0.44737)
H (1.57783, -2.40422, 0.12963)
H (-0.41430, 2.68319, -1.31390)
H (-1.22547, 2.05281, 1.56669)
H (-0.79961, 1.92559, -2.86875)
H (0.11152, 1.41072, 1.78272)
H (1.15698, -0.64776, -1.43201)
H (-1.70719, 0.60010, -1.00619)

=====

four:
Density functional theory data (ωB97M-V with the def2-TZVPD basis set) for a 2-piece molecular cluster, C5H12O2 overall.

Orbital gap: 10.85 eV
SMILES: CCC=O.CCO
Multiplicity: 1

Element x y z (Å)
O (-0.67715, 0.48182, -1.66954)
O (2.66011, 0.68160, 1.56513)
C (-1.88340, -0.11418, 0.33097)
C (1.81845, 0.52467, 0.43799)
C (2.57082, 0.58467, -0.88221)
C (-1.02633, -0.36660, -0.88219)
C (-3.03670, -1.11496, 0.42517)
H (1.00647, 1.26959, 0.44073)
H (-2.66493, -2.14593, 0.43628)
H (-2.23466, 0.92142, 0.29362)
H (3.10324, 1.53450, 1.47755)
H (-0.70774, -1.42563, -1.01666)
H (3.37501, -0.15777, -0.89604)
H (-3.71920, -1.01144, -0.42475)
H (1.89078, 0.39715, -1.71958)
H (1.35417, -0.46132, 0.56147)
H (3.01637, 1.57638, -1.03130)
H (-1.23262, -0.21567, 1.21200)
H (-3.61270, -0.95828, 1.34135)

=====

It is one that is most stable; the runner-up trails by 32.8 kJ/mol.